Version P
DFT (ωB97M-V with the def2-TZVPD basis set) results for an isolated molecule of C9H14N2O5.

Output
- Highest occupied orbital energy: -8.6 eV
- Gap between HOMO and LUMO: 0.322 Eh

Atoms and positions in Å:
1 O 1.680 0.229 1.555
2 O 3.947 -1.142 -0.697
3 O 2.862 1.256 -0.022
4 O 4.016 -1.400 -2.845
5 O -1.893 2.028 -0.547
6 N 0.066 1.028 -0.867
7 N -0.895 -0.352 1.385
8 C -1.871 0.261 2.405
9 C -2.987 -0.105 0.416
10 C -1.255 1.110 -0.485
11 C 1.054 -0.063 -0.712
12 C 1.952 0.333 0.343
13 C -1.599 -0.268 0.086
14 C 1.716 -0.524 -2.139
15 C -3.065 -0.536 1.955
16 C 3.161 -1.073 -1.846
17 H -1.430 0.142 3.412
18 H 0.561 -0.882 -0.067
19 H 2.941 2.026 0.849
20 H 0.739 1.765 -1.335
21 H 0.988 -1.090 -2.900
22 H 0.008 -0.034 1.497
23 H -3.149 0.946 0.125
24 H -1.433 -1.031 -0.744
25 H -2.242 1.321 2.284
26 H -2.922 -1.574 2.029
27 H 4.789 -1.920 -2.318
28 H -3.645 -0.614 -0.297
29 H -4.131 -0.199 2.234
30 H 2.037 0.363 -2.753

Version Q
DFT (ωB97M-V with the def2-TZVPD basis set) results for an isolated molecule of C9H14N2O5.

Output
- Highest occupied orbital energy: -9.5 eV
- Gap between HOMO and LUMO: 0.366 Eh

Atoms and positions in Å:
1 O -1.159 2.453 -0.177
2 O 3.640 2.229 0.289
3 O 0.523 -0.043 -2.040
4 O 1.487 1.779 0.697
5 O -3.206 2.136 -1.098
6 N 1.901 -2.193 -0.760
7 N -0.689 -0.220 -0.133
8 C -2.428 -0.593 1.477
9 C -0.854 -0.842 1.186
10 C -2.146 1.667 -0.756
11 C -1.979 0.131 -0.789
12 C 1.721 -0.895 -0.148
13 C 0.454 -0.356 -0.878
14 C 2.560 1.393 0.220
15 C 2.819 0.064 -0.392
16 C -3.073 -0.601 0.034
17 H -2.445 0.345 2.084
18 H 1.515 -1.119 0.936
19 H -2.814 -1.442 2.067
20 H -1.960 -0.159 -1.854
21 H 3.766 -0.251 0.035
22 H -4.054 -0.124 -0.036
23 H -0.721 -1.928 1.216
24 H 2.722 -2.689 -0.456
25 H -3.125 -1.639 -0.320
26 H 3.340 3.092 0.741
27 H 2.929 0.313 -1.478
28 H -0.412 1.930 0.182
29 H 1.924 -2.093 -1.789
30 H -0.235 -0.342 1.940

Most stable: version Q (next structure +6.474 eV)

Version P
DFT (ωB97M-V with the def2-TZVPD basis set) results for an isolated molecule of C2H5N3OS.

Output
- Highest occupied orbital energy: -8.4 eV
- Gap between HOMO and LUMO: 0.332 Eh

Atoms and positions in Å:
1 S 0.002 1.638 -0.002
2 O 3.100 -0.664 0.000
3 N -3.081 -0.799 0.000
4 N 1.757 -0.345 0.001
5 N -0.925 0.190 -0.004
6 C -2.292 0.199 0.000
7 C 1.589 0.915 -0.003
8 H -0.366 -0.662 -0.015
9 H 2.416 1.613 0.014
10 H 3.078 -1.622 -0.004
11 H -2.557 -1.664 0.002
12 H -2.720 1.200 0.011

Version Q
DFT (ωB97M-V with the def2-TZVPD basis set) results for an isolated molecule of C2H5N3OS.

Output
- Highest occupied orbital energy: -9.5 eV
- Gap between HOMO and LUMO: 0.370 Eh

Atoms and positions in Å:
1 S 1.698 -1.038 -0.200
2 O -0.783 0.033 0.557
3 N -1.859 -0.140 -0.284
4 N -0.448 2.176 -0.173
5 N 1.377 0.618 0.160
6 C 0.030 1.043 0.145
7 C -2.312 -1.288 -0.056
8 H -1.877 -1.968 0.618
9 H 0.285 2.853 -0.405
10 H 2.029 -1.361 1.056
11 H 2.037 1.297 -0.307
12 H -3.170 -1.581 -0.667

Most stable: version P (next structure +0.207 eV)

Version P
DFT (ωB97M-V with the def2-TZVPD basis set) results for an isolated molecule of C2H5N3OS.

Output
- Highest occupied orbital energy: -8.7 eV
- Gap between HOMO and LUMO: 0.339 Eh

Atoms and positions in Å:
1 S 1.213 1.617 -1.641
2 O 0.820 -0.685 -0.557
3 N -1.019 2.261 0.377
4 N 0.027 -1.464 0.277
5 N -0.585 0.928 0.228
6 C 0.433 -2.646 0.306
7 C 0.439 0.605 -0.611
8 H -1.408 2.668 -0.483
9 H -0.219 -3.417 0.778
10 H -0.259 2.820 0.663
11 H 1.307 -2.943 -0.303
12 H -0.749 0.257 0.967

Version Q
DFT (ωB97M-V with the def2-TZVPD basis set) results for an isolated molecule of C2H5N3OS.

Output
- Highest occupied orbital energy: -8.6 eV
- Gap between HOMO and LUMO: 0.320 Eh

Atoms and positions in Å:
1 S 2.005 -1.247 -0.128
2 O -0.464 -2.289 0.192
3 N -2.043 -0.475 -0.237
4 N 1.129 1.359 0.055
5 N -0.181 1.074 -0.039
6 C -0.600 -0.113 -0.131
7 C 0.157 -1.335 -0.122
8 H 2.114 0.121 -0.549
9 H -2.363 -1.211 0.290
10 H 1.467 2.356 -0.197
11 H -2.620 0.410 -0.144
12 H 1.399 1.352 1.012

Most stable: version Q (next structure +0.264 eV)

Version P
DFT (ωB97M-V with the def2-TZVPD basis set) results for an isolated molecule of C2H5N3OS.

Output
- Highest occupied orbital energy: -8.5 eV
- Gap between HOMO and LUMO: 0.338 Eh

Atoms and positions in Å:
1 S 1.544 -1.912 1.755
2 O -0.634 2.013 -0.918
3 N 1.255 -0.254 1.597
4 N -1.411 1.017 -1.607
5 N -0.062 -0.573 -0.363
6 C 0.575 0.214 0.657
7 C -1.000 -0.187 -1.313
8 H -1.527 -1.034 -1.871
9 H 0.025 -1.588 -0.299
10 H 2.113 -1.794 2.960
11 H -1.314 2.803 -1.023
12 H 0.435 1.295 0.425

Version Q
DFT (ωB97M-V with the def2-TZVPD basis set) results for an isolated molecule of C2H5N3OS.

Output
- Highest occupied orbital energy: -9.3 eV
- Gap between HOMO and LUMO: 0.356 Eh

Atoms and positions in Å:
1 S -0.489 -1.663 -0.245
2 O -1.507 1.225 -1.387
3 N 2.408 0.520 1.166
4 N 0.538 -0.176 0.031
5 N -1.369 1.397 -0.047
6 C 1.799 -0.362 0.602
7 C -0.387 0.860 0.482
8 H 2.312 -1.370 0.530
9 H -0.389 1.194 1.567
10 H 1.979 1.506 1.443
11 H -1.210 -1.423 -1.523
12 H -2.322 1.721 -1.547

Version R
DFT (ωB97M-V with the def2-TZVPD basis set) results for an isolated molecule of C2H5N3OS.

Output
- Highest occupied orbital energy: -8.7 eV
- Gap between HOMO and LUMO: 0.344 Eh

Atoms and positions in Å:
1 S -1.369 0.449 1.975
2 O -0.573 -0.020 -0.618
3 N 0.777 0.687 -2.326
4 N 1.114 -1.465 -1.475
5 N 0.994 0.012 1.100
6 C 0.531 -0.354 -1.432
7 C -0.329 0.129 0.696
8 H 0.775 -2.154 -0.740
9 H 0.944 0.341 2.121
10 H 0.399 1.689 -2.239
11 H 1.746 -0.509 0.618
12 H 1.217 0.322 -3.088

Version S
DFT (ωB97M-V with the def2-TZVPD basis set) results for an isolated molecule of C2H5N3OS.

Output
- Highest occupied orbital energy: -8.3 eV
- Gap between HOMO and LUMO: 0.303 Eh

Atoms and positions in Å:
1 S -0.306 -0.039 -2.240
2 O 0.150 0.739 2.076
3 N 0.145 -2.194 -0.519
4 N 0.234 1.365 -0.027
5 N 0.423 -0.892 0.168
6 C -0.308 1.644 1.341
7 C 0.249 0.170 -0.602
8 H 0.633 -2.232 -1.413
9 H 0.394 -1.313 1.286
10 H -0.824 2.613 1.612
11 H -0.883 -2.022 -0.909
12 H 0.094 2.162 -0.772

Most stable: version R (next structure +2.007 eV)

Version P
DFT (ωB97M-V with the def2-TZVPD basis set) results for an isolated molecule of C2H5N3OS.

Output
- Highest occupied orbital energy: -8.8 eV
- Gap between HOMO and LUMO: 0.346 Eh

Atoms and positions in Å:
1 S -2.475 -0.203 -0.962
2 O -1.104 -2.734 0.282
3 N -0.114 0.711 -0.322
4 N -0.419 -1.540 0.107
5 N 1.097 0.641 0.282
6 C -0.954 -0.433 -0.410
7 C 1.805 1.679 0.279
8 H -2.099 -2.476 0.160
9 H 2.805 1.512 0.654
10 H 0.394 -1.413 0.680
11 H 1.473 2.703 0.022
12 H -0.408 1.552 -0.772

Version Q
DFT (ωB97M-V with the def2-TZVPD basis set) results for an isolated molecule of C2H5N3OS.

Output
- Highest occupied orbital energy: -8.5 eV
- Gap between HOMO and LUMO: 0.322 Eh

Atoms and positions in Å:
1 S 1.992 -1.584 -0.338
2 O -0.654 -1.332 1.233
3 N -0.086 0.254 -0.371
4 N -2.334 -0.498 -0.424
5 N 2.012 0.901 0.392
6 C 1.245 -0.168 -0.161
7 C -1.007 -0.608 0.181
8 H -0.159 1.110 -0.908
9 H -2.587 0.365 -1.179
10 H 3.017 0.964 0.671
11 H 1.566 1.662 1.055
12 H -3.003 -1.066 -0.151

Most stable: version Q (next structure +1.315 eV)